[1]
{
  "formula": "C3H10N4",
  "method": "ωB97M-V with the def2-TZVPD basis set",
  "elements": ["C", "C", "C", "N", "N", "N", "N", "H", "H", "H", "H", "H", "H", "H", "H", "H", "H"],
  "coordinates": [[-1.3502, -0.6939, 0.3657], [0.7791, -1.4852, -0.4310], [-0.0692, -0.3180, -0.3891], [0.1716, 2.8032, 1.0428], [1.2548, 2.4593, 1.6421], [-0.0795, 1.9562, 0.0022], [0.5440, 0.8436, 0.2907], [-2.0683, 0.0722, 0.1311], [-1.6509, -1.6222, 0.0069], [-1.0124, -0.5935, 1.4764], [1.8080, -1.2943, -0.6882], [0.4955, -2.0958, -1.2218], [0.7430, -2.2202, 0.4031], [-0.4153, -0.0608, -1.4694], [0.0984, 3.8739, 0.9281], [1.5674, 1.5372, 1.6119], [-1.0204, 2.1310, -0.4946]],
  "forces_ev_per_angstrom": [[1.938, 2.493, 1.846], [2.237, -1.825, 0.733], [-2.054, 2.191, -0.895], [1.283, 1.733, -0.158], [1.026, 4.570, 3.528], [-2.381, 0.700, -0.980], [-0.977, -2.702, -2.823], [-0.742, 0.118, 0.290], [-0.861, -1.759, -0.020], [-1.148, -0.743, -1.737], [0.566, 0.400, 0.316], [-0.914, -1.138, -1.720], [0.039, 1.039, 0.136], [0.804, -0.147, 1.367], [-0.043, -2.384, -0.282], [-0.498, -1.505, -0.675], [1.726, -1.040, 1.074]],
  "nbo_charge": [-0.61, -0.62, -0.08, -0.17, -0.51, -0.21, -0.37, 0.19, 0.21, 0.22, 0.22, 0.21, 0.21, 0.16, 0.39, 0.38, 0.37],
  "gap_ev": [8.17, 8.27],
  "de_lowest_ev": 6.085,
  "fmax_ev_per_a": 5.86
}

***

[2]
{
  "formula": "C22H61InN4O16PS5",
  "method": "ωB97M-V with the def2-TZVPD basis set",
  "elements": ["C", "C", "O", "N", "C", "In", "C", "C", "N", "N", "N", "P", "C", "C", "H", "H", "H", "H", "H", "H", "H", "H", "H", "H", "H", "H", "H", "H", "H", "H", "H", "H", "H", "H", "H", "O", "S", "O", "O", "C", "C", "C", "H", "H", "H", "H", "H", "H", "H", "H", "O", "S", "O", "O", "C", "C", "C", "H", "H", "H", "H", "H", "H", "H", "H", "O", "S", "O", "O", "C", "C", "C", "H", "H", "H", "H", "H", "H", "H", "H", "O", "S", "O", "O", "C", "C", "C", "H", "H", "H", "H", "H", "H", "H", "H", "O", "S", "O", "O", "C", "C", "C", "H", "H", "H", "H", "H", "H", "H", "H"],
  "coordinates": [[3.9835, 5.3146, -2.0343], [5.5738, 5.3670, -1.8178], [6.2023, 6.2202, -2.4916], [6.2761, 4.5213, -0.8727], [7.0474, 3.4385, -1.5504], [4.8704, 3.6746, 0.5092], [3.7192, 1.8971, -0.2775], [3.6975, 0.6463, 0.7434], [2.9686, 1.1284, 1.9545], [2.9643, -0.4914, 0.0805], [5.0575, 0.1309, 1.0354], [5.9892, 2.9561, 2.6709], [6.0696, 4.3864, 3.9107], [7.6766, 2.1389, 2.4027], [3.7088, 4.2264, -2.1776], [3.4297, 5.7153, -1.1265], [3.7475, 5.9551, -2.9423], [6.5227, 2.4430, -1.4095], [8.0791, 3.3829, -1.0670], [7.1894, 3.6413, -2.6592], [3.6710, 4.9570, 0.9507], [4.0704, 1.5981, -1.3229], [2.6325, 2.2216, -0.3853], [3.6196, 1.3264, 2.7223], [2.5462, 2.0435, 1.7367], [2.0123, -0.1886, -0.1764], [3.5188, -0.6729, -0.7687], [5.7669, 0.7266, 0.5941], [5.2306, 0.0962, 2.0476], [5.5580, 4.0712, 4.8744], [5.4196, 5.2232, 3.4803], [7.1142, 4.7559, 4.1484], [7.9029, 1.8890, 1.3106], [8.5575, 2.7353, 2.7962], [7.6590, 1.1248, 2.9331], [2.5095, -2.0035, -3.1662], [2.0653, -3.3695, -3.1253], [2.5173, -4.3475, -4.0800], [0.4510, -3.3961, -3.0789], [-0.2764, -2.6866, -4.0884], [-0.3229, -3.4618, -5.3921], [2.3451, -4.0009, -1.4958], [0.1412, -1.6873, -4.2370], [-1.2917, -2.5581, -3.7121], [0.6676, -3.5237, -5.8481], [-0.9933, -2.9758, -6.1035], [-0.6654, -4.4858, -5.2227], [1.9501, -3.2907, -0.7699], [3.4203, -4.1150, -1.3623], [1.8541, -4.9658, -1.4022], [1.3349, 3.5774, 3.3303], [0.1315, 3.5175, 4.1108], [-1.0077, 4.3442, 3.8149], [0.5115, 3.6950, 5.6716], [1.2848, 4.8332, 6.0542], [0.4333, 6.0863, 6.1373], [-0.4020, 1.8332, 4.2039], [2.1294, 4.9734, 5.3740], [1.6987, 4.6138, 7.0409], [0.0842, 6.3897, 5.1485], [1.0069, 6.9129, 6.5621], [-0.4517, 5.9130, 6.7538], [0.4454, 1.2107, 4.4868], [-0.7677, 1.5445, 3.2192], [-1.2038, 1.7577, 4.9372], [-2.9239, 1.4774, -2.6561], [-3.3710, 0.1122, -2.6065], [-2.9281, -0.8649, -3.5642], [-4.9886, 0.0921, -2.5541], [-5.7071, 0.8045, -3.5618], [-5.7578, 0.0308, -4.8659], [-3.0892, -0.5231, -0.9805], [-5.2813, 1.8008, -3.7092], [-6.7239, 0.9411, -3.1853], [-4.7675, -0.0380, -5.3198], [-6.4235, 0.5222, -5.5787], [-6.1078, -0.9899, -4.6971], [-3.4786, 0.1871, -0.2520], [-2.0140, -0.6439, -0.8496], [-3.5863, -1.4879, -0.8876], [-6.1877, -1.5012, 1.6810], [-6.3881, -0.0789, 1.5994], [-5.2862, 0.8390, 1.5036], [-7.3488, 0.3863, 2.8106], [-6.9827, 0.0259, 4.1443], [-5.8910, 0.9282, 4.6885], [-7.5173, 0.2598, 0.2806], [-6.6876, -1.0258, 4.1936], [-7.8800, 0.1377, 4.7567], [-4.9495, 0.7683, 4.1597], [-5.7215, 0.7296, 5.7488], [-6.1584, 1.9793, 4.5617], [-8.3834, -0.3920, 0.3823], [-7.0022, 0.0579, -0.6589], [-7.8104, 1.3075, 0.3284], [-2.4148, -5.5597, -2.5293], [-1.6331, -6.7065, -2.9089], [-1.6944, -7.2579, -4.2354], [-1.8938, -7.8925, -1.8418], [-3.2413, -8.2851, -1.5799], [-3.7878, -9.1784, -2.6779], [0.0602, -6.4070, -2.4977], [-3.8775, -7.4083, -1.4302], [-3.2293, -8.8389, -0.6386], [-3.9056, -8.6253, -3.6116], [-4.7638, -9.5797, -2.3966], [-3.1059, -10.0079, -2.8772], [0.1146, -6.0470, -1.4722], [0.4423, -5.6496, -3.1827], [0.6214, -7.3331, -2.6150]],
  "forces_ev_per_angstrom": [[0.779, 0.081, 0.271], [1.451, 1.545, -0.509], [-1.404, -2.075, 1.109], [-2.057, 0.167, -2.005], [0.734, 0.257, 0.156], [-0.665, 0.237, 0.657], [0.041, -0.658, -0.189], [-0.182, 1.318, -1.137], [0.097, -0.199, -0.409], [0.176, 0.254, 0.526], [-0.423, 0.397, -0.018], [-0.246, -0.486, 0.383], [-0.229, 0.612, 0.228], [0.914, -0.760, 0.026], [0.028, 1.215, 0.061], [0.760, -0.581, -1.131], [0.306, -0.959, 1.125], [0.711, 0.791, -0.376], [-1.173, -0.144, -0.686], [-0.137, -0.253, 1.274], [0.399, -0.281, 0.068], [-0.432, 0.121, 1.250], [1.230, -0.334, 0.020], [-0.086, -0.092, -0.506], [0.273, -0.674, 0.212], [0.812, -0.021, -0.042], [-0.700, 0.053, 0.373], [-0.475, -0.216, 0.486], [-0.065, 0.150, -0.703], [0.786, 0.290, -1.052], [1.086, -0.936, 0.559], [-1.201, -0.267, -0.350], [-0.430, 0.586, 1.328], [-1.007, -0.615, -0.426], [0.210, 1.388, -0.558], [-0.120, -0.610, -0.459], [-0.331, 0.229, 0.696], [-0.085, 0.445, 0.088], [0.866, -0.082, 0.401], [-0.625, 0.361, -0.843], [0.353, -0.142, -0.097], [-0.139, 0.062, 0.046], [0.124, -0.109, 0.154], [0.250, -0.104, 0.257], [-0.058, 0.021, 0.004], [-0.031, 0.007, 0.126], [-0.112, 0.090, -0.012], [0.102, 0.040, -0.064], [-0.042, 0.106, -0.113], [0.122, 0.078, -0.037], [-0.574, 0.393, 0.275], [0.153, -0.452, 0.225], [0.512, -0.098, -0.024], [-0.284, -0.469, -0.496], [0.367, 0.811, 0.204], [-0.200, 0.107, -0.233], [0.006, -0.046, 0.214], [-0.119, -0.144, -0.081], [-0.121, -0.296, -0.131], [0.048, -0.017, 0.057], [0.031, -0.095, 0.016], [0.106, -0.010, 0.038], [-0.006, 0.087, -0.086], [0.093, 0.145, -0.002], [0.042, 0.070, -0.044], [-0.242, -0.558, -0.451], [-0.051, -0.101, 0.741], [-0.150, 0.596, 0.032], [0.507, -0.093, 0.359], [-0.358, 0.272, -0.748], [0.230, -0.121, -0.152], [-0.188, 0.003, 0.046], [0.119, -0.100, 0.126], [0.175, -0.090, 0.247], [-0.063, 0.025, 0.033], [-0.011, 0.016, 0.095], [-0.051, 0.096, 0.022], [-0.009, -0.023, -0.073], [-0.029, 0.059, -0.170], [0.024, 0.052, -0.051], [0.273, 0.561, 0.147], [-0.615, 0.274, 0.005], [-0.149, -0.617, 0.096], [0.097, -0.186, -0.852], [0.389, -0.062, 0.915], [0.262, 0.057, -0.165], [-0.135, 0.046, 0.047], [-0.025, 0.049, -0.203], [-0.099, 0.017, -0.343], [-0.055, 0.002, 0.046], [-0.089, -0.021, -0.045], [-0.047, -0.084, 0.063], [0.082, 0.031, 0.046], [0.137, -0.025, 0.131], [0.064, -0.059, 0.038], [-0.031, -0.528, -0.384], [0.557, -0.149, 0.422], [-0.287, 0.370, 0.388], [0.419, 0.522, -0.244], [-0.813, -0.354, 0.000], [-0.004, 0.071, -0.312], [-0.029, -0.270, -0.016], [0.177, 0.064, -0.066], [0.301, 0.159, -0.033], [-0.001, -0.026, 0.067], [0.064, 0.026, 0.072], [-0.054, 0.027, 0.101], [-0.169, -0.053, -0.068], [-0.219, -0.179, 0.005], [-0.106, 0.013, -0.008]],
  "mulliken_charge": [-0.85, 0.60, -0.65, -0.25, -0.59, 0.46, -1.55, 0.36, -0.58, -0.37, -0.64, 0.20, -0.91, -1.01, 0.16, 0.23, 0.31, 0.16, 0.13, 0.33, -0.41, 0.36, 0.41, 0.35, 0.18, 0.20, 0.22, 0.25, 0.37, 0.24, 0.20, 0.30, 0.19, 0.33, 0.27, -0.58, 1.19, -0.65, -0.26, -0.09, -1.04, -0.82, 0.40, 0.06, 0.32, 0.42, 0.19, 0.32, 0.41, 0.18, -0.40, 1.08, -0.63, -0.29, -0.23, -1.03, -1.00, 0.26, 0.28, 0.29, 0.40, 0.26, 0.33, 0.37, 0.35, -0.66, 1.17, -0.57, -0.15, -0.38, -1.09, -0.88, 0.38, 0.26, 0.27, 0.40, 0.28, 0.25, 0.37, 0.34, -0.67, 1.24, -0.58, -0.28, -0.34, -1.00, -0.70, 0.32, 0.26, 0.30, 0.39, 0.27, 0.35, 0.10, 0.33, -0.63, 1.15, -0.65, -0.25, -0.32, -1.00, -0.64, 0.31, 0.28, 0.30, 0.39, 0.26, 0.32, 0.01, 0.42],
  "gap_ev": 5.36,
  "charge": -1,
  "de_lowest_ev": 2.271,
  "fmax_ev_per_a": 2.88
}

***

[3]
{
  "formula": "C10H16OS2",
  "method": "ωB97M-V with the def2-TZVPD basis set",
  "elements": ["C", "C", "C", "C", "C", "C", "C", "C", "C", "C", "O", "S", "S", "H", "H", "H", "H", "H", "H", "H", "H", "H", "H", "H", "H", "H", "H", "H", "H"],
  "coordinates": [[1.2348, -0.4865, 1.5418], [0.0068, -0.8848, 1.5072], [1.2483, -0.5687, -1.0073], [-0.2034, -0.3002, -1.0359], [-3.4871, -0.7015, -0.6758], [-3.7362, 0.6450, -0.0159], [1.9580, -0.0125, 0.3070], [-0.8468, -0.7606, 0.2618], [3.4416, -0.6382, 0.1143], [1.9159, 1.4753, 0.3831], [-1.6123, 2.2401, -0.3311], [-2.3397, -1.8255, 0.2607], [-2.1660, 1.4185, 0.8146], [1.9066, -0.4306, 2.4374], [-0.5988, -1.0452, 2.4070], [1.4900, -1.6310, -1.0925], [1.7280, -0.1005, -1.9000], [-0.3673, 0.8822, -1.1604], [-0.7304, -0.7549, -1.8653], [-4.2820, -1.3680, -0.9053], [-2.9600, -0.4543, -1.6947], [-3.9913, 1.3831, -0.7829], [-4.5792, 0.7256, 0.6988], [4.1142, -0.1867, 0.8225], [3.6826, -0.5005, -0.9498], [3.3718, -1.7650, 0.2865], [1.0574, 1.9211, 0.0273], [2.8143, 1.9553, 0.0667], [1.9299, 1.7690, 1.4801]],
  "forces_ev_per_angstrom": [[3.873, 0.172, -0.034], [-3.999, -0.005, -0.480], [1.739, 0.656, 0.146], [-1.898, 1.803, 1.037], [3.049, 0.347, -1.483], [-0.007, 0.827, 1.114], [0.593, -2.353, -2.110], [-0.822, 0.570, 0.824], [-2.441, -0.764, 0.474], [1.986, 0.371, 3.104], [0.086, 0.065, 0.711], [0.781, 1.460, -0.325], [-0.434, -1.598, -2.390], [-1.144, -0.164, -0.481], [0.477, -0.385, -0.217], [-0.213, -0.090, 0.160], [-0.242, -0.142, 0.638], [-0.054, -2.091, 0.425], [0.017, -0.111, -0.299], [-1.188, -0.069, -0.054], [-0.943, -0.645, 1.794], [0.367, 0.003, 0.050], [0.589, -0.621, -0.057], [0.609, 0.110, 0.011], [0.418, 0.225, 0.569], [0.188, 1.479, -0.068], [-1.831, 0.885, -1.151], [0.571, 0.353, -0.998], [-0.127, -0.288, -0.908]],
  "nbo_charge": [-0.12, -0.33, -0.39, -0.56, -0.53, -0.60, -0.08, -0.05, -0.59, -0.62, -0.93, 0.24, 0.96, 0.22, 0.23, 0.20, 0.21, 0.28, 0.23, 0.24, 0.22, 0.24, 0.23, 0.21, 0.21, 0.21, 0.23, 0.22, 0.21],
  "gap_ev": [7.43, 6.96],
  "de_lowest_ev": 3.519,
  "fmax_ev_per_a": 4.03
}